6
Properties=species:S:1:pos:R:3 method="wB97M-V/def2-TZVPD" relative_energy_kcal_mol=49.3 homo_lumo_gap_ev=8.9 energy_ha=-696.21887 fmax_ha_per_bohr=0.036 total_charge=0
C -0.3589 -0.8629 -0.6546
N -1.0374 0.0423 -0.2043
N -0.7871 1.0798 0.5585
O -0.0307 -1.8220 -1.2063
O 1.5246 0.2507 0.4805
S 0.6895 1.3120 1.0262

---

7
Properties=species:S:1:pos:R:3 method="wB97M-V/def2-TZVPD" relative_energy_kcal_mol=59.2 homo_lumo_gap_ev="6.2 / 6.8" energy_ha=-1094.26462 fmax_ha_per_bohr=0.083 total_charge=0
C 1.8668 0.0492 0.1906
N 2.6815 0.8432 0.4214
N 1.1854 -0.9653 -0.2097
O -0.8806 1.3026 -0.3686
O -0.0319 -1.2345 -0.0279
S -3.2776 -0.0246 0.4537
S -1.5436 0.0294 -0.4595

---

7
Properties=species:S:1:pos:R:3 method="wB97M-V/def2-TZVPD" relative_energy_kcal_mol=1.9 homo_lumo_gap_ev="6.8 / 6.8" energy_ha=-1094.35601 fmax_ha_per_bohr=0.077 total_charge=0
C -0.7112 -0.9393 1.3947
N -0.2478 -1.4948 2.2877
N -1.3509 -0.0847 0.7023
O 1.9903 1.8506 -1.7915
O 1.1269 0.1030 -0.2426
S -2.0067 -0.0960 -0.7383
S 1.1994 0.6612 -1.6123

---

5
Properties=species:S:1:pos:R:3 method="wB97M-V/def2-TZVPD" relative_energy_kcal_mol=105.5 smiles="[O-][N+]#CN=S" homo_lumo_gap_ev="6.4 / 6.3" energy_ha=-620.84246 fmax_ha_per_bohr=0.081 total_charge=0
O 2.5177 -0.1914 0.0219
N 1.3578 0.1303 -0.0271
C 0.1222 -0.0071 -0.0077
N -1.1477 0.0592 -0.0096
S -2.8500 0.0090 0.0226

---

7
Properties=species:S:1:pos:R:3 method="wB97M-V/def2-TZVPD" relative_energy_kcal_mol=90.1 homo_lumo_gap_ev=7.6 energy_ha=-366.41830 fmax_ha_per_bohr=0.063 total_charge=0
C -0.5649 0.2200 0.0700
N -2.8287 -0.4136 -0.0352
N 1.4927 -1.4653 0.0643
N 0.2915 1.1305 0.0476
N 1.7972 -0.3780 -0.0952
N 1.6074 0.8756 -0.0213
N -1.7952 0.0307 -0.0302

---

6
Properties=species:S:1:pos:R:3 method="wB97M-V/def2-TZVPD" relative_energy_kcal_mol=22.0 smiles="N#CS(=O)(=O)[S-]" homo_lumo_gap_ev=8.5 energy_ha=-1039.76525 fmax_ha_per_bohr=0.033 total_charge=-1
N -1.9293 -1.1799 0.0458
C -0.9776 -0.5680 -0.0915
S 0.4807 0.4438 -0.0057
O 0.3494 1.2253 -1.2300
O 0.4116 1.1897 1.2598
S 1.6652 -1.1109 0.0216

---

10
Properties=species:S:1:pos:R:3 method="wB97M-V/def2-TZVPD" spin_multiplicity=5 relative_energy_kcal_mol=60.3 homo_lumo_gap_ev="5.7 / 5.6" energy_ha=-1873.64257 fmax_ha_per_bohr=0.139 total_charge=0
Pm -1.0742 -0.3298 1.4902
N 1.4681 0.5986 -1.1158
S 0.4495 1.6558 -0.6327
O 0.1205 1.4813 0.8601
S 1.8132 -0.8843 -0.2335
O 0.7288 -1.3571 0.7532
O 2.8056 -1.7784 -0.8615
O -3.5969 -0.4654 -0.9388
C -2.5125 -0.2258 -0.4117
O -1.7911 0.8190 -0.8930

---

8
Properties=species:S:1:pos:R:3 method="wB97M-V/def2-TZVPD" relative_energy_kcal_mol=12.9 smiles="O=C([S-])OS(=O)(=O)[S-]" homo_lumo_gap_ev=6.0 energy_ha=-1533.65643 fmax_ha_per_bohr=0.060 total_charge=-2
O 0.7377 -0.3474 -1.5434
C 0.7120 0.6769 -0.9787
S 1.7804 1.9283 -1.3119
O -0.2165 0.9174 0.1456
S -0.5815 -0.5597 0.7089
O -1.3809 -1.2827 -0.2571
O 0.7347 -1.0909 0.9826
S -1.7859 -0.2420 2.2540

---

6
Properties=species:S:1:pos:R:3 method="wB97M-V/def2-TZVPD" relative_energy_kcal_mol=1.5 homo_lumo_gap_ev=7.1 energy_ha=-2029.01246 fmax_ha_per_bohr=0.042 total_charge=0
C -2.7871 0.2014 0.2281
S -1.5982 -0.7106 0.6920
S -3.9071 1.1879 -0.3290
S 3.7843 0.6856 0.7272
S 1.4573 -1.1805 -0.5276
S 3.0509 -0.1839 -0.7907

---

25
Properties=species:S:1:pos:R:3 method="wB97M-V/def2-TZVPD" relative_energy_kcal_mol=14.1 homo_lumo_gap_ev=8.0 energy_ha=-1824.71200 fmax_ha_per_bohr=0.039 total_charge=-1
Ca 17.8997 -4.1685 14.4776
N 16.8999 -7.3246 13.4484
O 15.9603 -7.8384 12.8161
O 17.6276 -7.9994 14.1941
O 17.1506 -6.0803 13.2967
N 18.5800 -5.5095 17.8369
O 18.3986 -4.6902 18.7822
O 19.1006 -6.5958 18.0472
O 18.2291 -5.1429 16.6787
N 19.1008 -2.4678 11.5092
O 18.3834 -1.5553 11.0945
O 18.6978 -3.2174 12.4428
O 20.1959 -2.7239 10.9777
O 19.9275 -5.5758 14.0897
H 19.8625 -6.1159 13.2904
H 20.8526 -5.3222 14.1503
O 20.0306 -2.8775 15.0063
H 20.5076 -2.9393 15.8450
H 20.7008 -2.6883 14.3361
O 15.8118 -4.3104 15.3855
H 15.0358 -4.3577 14.8106
H 15.6157 -4.8997 16.1280
O 17.3374 -1.8768 14.8638
H 16.6355 -1.3586 14.4542
H 17.8281 -1.2533 15.4104

---

4
Properties=species:S:1:pos:R:3 method="wB97M-V/def2-TZVPD" homo_lumo_gap_ev=9.3 energy_ha=-599.68371 fmax_ha_per_bohr=0.377 total_charge=+5
Cd -0.1743 -0.9871 1.4397
Cd 0.1460 2.1158 0.9628
Cd -0.2270 -0.2910 -1.9383
F 0.2553 -0.8377 -0.4641

---

21
Properties=species:S:1:pos:R:3 method="wB97M-V/def2-TZVPD" relative_energy_kcal_mol=0.0 homo_lumo_gap_ev=4.1 energy_ha=-1192.37894 fmax_ha_per_bohr=0.047 total_charge=-1
Cd -0.5488 0.3170 0.1210
P -0.2626 -0.6884 -2.3589
O 0.7618 0.0744 -3.2115
O -1.3977 0.2766 -1.7597
O 0.4450 -1.1524 -0.9923
O -0.8755 -1.8303 -3.1340
O 2.8113 -1.4084 0.0075
H 3.0090 -2.3472 0.0331
H 1.8475 -1.3736 -0.2884
O 0.9819 1.6998 -0.6639
H 1.7458 2.1843 -0.3474
H 1.1482 1.4689 -1.6201
O -2.0834 -1.1183 0.9641
H -2.9775 -1.2952 0.6598
H -2.0011 -1.5522 1.8169
O -1.6187 2.0805 1.0737
H -2.5285 2.0136 1.3744
H -1.2451 2.8296 1.5443
O 0.6246 -0.0540 2.0204
H 1.5643 -0.0722 1.7819
H 0.5994 -0.0526 2.9793

---

2
Properties=species:S:1:pos:R:3 method="wB97M-V/def2-TZVPD" relative_energy_kcal_mol=0.1 homo_lumo_gap_ev=6.6 energy_ha=-465.12624 fmax_ha_per_bohr=0.006 total_charge=+1
Cd 0.5996 -1.1162 -0.2340
I -0.5996 1.1162 0.2340

---

5
Properties=species:S:1:pos:R:3 method="wB97M-V/def2-TZVPD" relative_energy_kcal_mol=130.7 homo_lumo_gap_ev="8.5 / 6.5" energy_ha=-1436.73926 fmax_ha_per_bohr=0.018 total_charge=0
O -0.7911 0.0784 2.4698
F 0.3559 -1.0045 -1.6568
P 1.1941 0.2309 -1.0503
Cl 0.1649 1.6890 -1.8987
Cl -0.4646 -0.3032 0.9784

---

8
Properties=species:S:1:pos:R:3 method="wB97M-V/def2-TZVPD" relative_energy_kcal_mol=0.0 smiles="NOP(=O)(Cl)Cl" homo_lumo_gap_ev=11.2 energy_ha=-1468.21668 fmax_ha_per_bohr=0.077 total_charge=0
N -1.6502 0.0087 -0.2655
O -0.4210 0.6766 -0.6504
P 0.8919 0.2087 0.2455
O 0.6724 0.2577 1.6440
Cl 2.1774 1.4790 -0.5141
Cl 1.4214 -1.6473 -0.4062
H -1.6221 -0.8108 -0.7576
H -1.4697 -0.1727 0.7043

---

8
Properties=species:S:1:pos:R:3 method="wB97M-V/def2-TZVPD" relative_energy_kcal_mol=45.2 homo_lumo_gap_ev=10.2 energy_ha=-1373.03980 fmax_ha_per_bohr=0.039 total_charge=0
H -2.7563 0.1190 -0.2797
N -2.2120 -0.1616 0.4785
P -0.8103 -0.6740 0.1366
Cl -0.2828 -0.7499 -1.8093
N 0.3737 -1.1572 1.0315
H -0.0653 -1.5347 1.8969
Cl 3.1822 2.5638 -1.0082
H 2.5708 1.5946 -0.4463

---

7
Properties=species:S:1:pos:R:3 method="wB97M-V/def2-TZVPD" relative_energy_kcal_mol=64.9 homo_lumo_gap_ev=9.0 energy_ha=-1266.45266 fmax_ha_per_bohr=0.094 total_charge=0
N -1.4561 -0.3470 0.2136
Si 0.9554 0.1177 0.0619
Cl 1.8794 0.1519 -1.7039
Cl 1.0934 1.6699 1.2886
H -2.0490 0.5053 0.2485
H -1.8691 -0.9253 -0.5121
H 1.4460 -1.1725 0.4035

---

7
Properties=species:S:1:pos:R:3 method="wB97M-V/def2-TZVPD" relative_energy_kcal_mol=6.6 smiles=P[SiH](Cl)Cl homo_lumo_gap_ev=10.7 energy_ha=-1553.10492 fmax_ha_per_bohr=0.040 total_charge=0
P 0.4676 -0.8548 1.2555
Si -0.3148 -0.0345 -0.6614
Cl 0.6913 1.7480 -1.0050
Cl -2.3319 0.3951 -0.8429
H -0.0940 -0.0176 2.1725
H 1.6107 -0.1701 0.8720
H -0.0289 -1.0661 -1.7907

---

7
Properties=species:S:1:pos:R:3 method="wB97M-V/def2-TZVPD" relative_energy_kcal_mol=69.1 smiles="[H]/P=[SiH]/Cl.Cl" homo_lumo_gap_ev=7.8 energy_ha=-1553.00537 fmax_ha_per_bohr=0.046 total_charge=0
H -0.7437 2.1404 -0.8398
P -1.1010 1.6626 0.4221
Si -1.7904 -0.1817 -0.2778
Cl -3.4673 -0.9460 0.4768
H -1.5442 -1.0611 -1.3307
Cl 3.7831 -0.4470 0.8171
H 4.8635 -1.1672 0.7324

---

8
Properties=species:S:1:pos:R:3 method="wB97M-V/def2-TZVPD" relative_energy_kcal_mol=65.5 homo_lumo_gap_ev="6.1 / 7.4" energy_ha=-1501.71110 fmax_ha_per_bohr=0.033 total_charge=0
Si 2.0507 0.1265 0.4339
Si -1.6551 -0.2856 -0.5779
Cl -2.0600 1.7462 -0.0176
Cl -2.8068 -1.3304 0.8083
H 2.8015 -0.5040 1.4879
H 2.3447 -0.3706 -0.9334
H 1.5691 1.4776 0.6443
H -2.2441 -0.8596 -1.8455